[1]
Molecular formula: C23H29CsF4IN10OSSe2
Method: DFT, ωB97M-V/def2-TZVPD

Total energy = -7434.9201 hartree
Spin multiplicity = 1
Charge = -1
HOMO energy = -3.91 eV
Energy relative to the best compared isomer or geometry (same formula, charge and spin) = 58.6 kJ/mol
Max |F| = 0.052 Eh/bohr

Structure (XYZ):
```
72
C23H29CsF4IN10OSSe2 | the OMol25 dataset | ωB97M-V/def2-TZVPD
Cs 0.2228 0.0153 0.1382
C 0.0075 3.8629 2.0351
N -0.7513 2.6893 1.6654
C -2.0269 3.0743 1.1071
C -0.9468 1.7911 2.7923
C 0.3490 1.2871 3.4325
N 1.1944 0.6967 2.4372
C 2.3130 0.1127 2.7716
C 3.0896 -0.5202 1.7503
F 2.6291 -0.4482 0.4581
C 4.2674 -1.1741 1.9812
F 4.9128 -1.7616 0.9402
C 4.8408 -1.2434 3.2437
C 4.1366 -0.6195 4.2624
F 4.6704 -0.6395 5.5132
C 2.9363 0.0153 4.0621
F 2.3496 0.5986 5.1564
H -0.4576 4.4293 2.8610
H 0.0970 4.5235 1.1724
H 1.0003 3.5533 2.3413
H -2.5716 2.1872 0.8001
H -1.8661 3.6968 0.2272
H -2.6501 3.6371 1.8261
H -1.5064 0.9255 2.4326
H -1.5494 2.2837 3.5814
H 0.0538 0.5583 4.2057
H 0.8436 2.1172 3.9580
H 5.7738 -1.7475 3.4149
C 2.9733 3.3252 -3.1957
Se 1.2917 2.7874 -4.0075
C 1.8956 1.2039 -5.0028
C 2.4222 0.0682 -4.1533
Se 1.1438 -0.7825 -2.8553
C 0.0557 -1.5888 -4.2275
H 3.7212 3.4598 -3.9768
H 3.2768 2.5646 -2.4808
H 2.7892 4.2670 -2.6846
H 2.6654 1.5645 -5.6952
H 1.0260 0.8938 -5.5878
H 3.2689 0.3982 -3.5459
H 2.7817 -0.7204 -4.8233
H 0.6458 -2.3337 -4.7573
H -0.3112 -0.8293 -4.9148
H -0.7769 -2.0469 -3.7105
N -3.3653 1.9446 -3.2197
C -2.1423 1.8329 -2.6678
N -2.2152 1.1477 -1.5645
C -3.5278 0.8169 -1.4690
N -4.2565 1.3030 -2.4609
C -4.0817 0.0198 -0.3967
C -5.4552 -0.2508 -0.3413
N -5.9928 -0.9226 0.6580
C -5.1655 -1.3598 1.6046
C -3.7984 -1.1457 1.5293
N -3.2575 -0.4520 0.5394
H -3.6569 2.4042 -4.0683
H -1.2578 2.2529 -3.1007
H -6.1160 0.1040 -1.1182
H -5.6233 -1.8917 2.4282
H -3.1088 -1.5243 2.2728
I 2.1991 -7.5317 1.8860
C 1.2286 -5.7165 1.5133
C 1.1034 -5.0862 0.2941
N 0.4322 -3.9519 0.5216
N 0.1157 -3.8179 1.8044
C 0.5922 -4.8767 2.4301
H 1.4199 -5.3945 -0.6812
H 0.1565 -3.2040 -0.1881
H 0.4601 -5.0142 3.4851
O -2.6604 -1.5809 -2.2419
S -1.8641 -2.1292 -1.1223
N -0.3927 -2.1076 -1.2748
```

[2]
Molecular formula: C23H29FN2O4RuSb2
Method: DFT, ωB97M-V/def2-TZVPD

Total energy = -1978.9964 hartree
Spin multiplicity = 1
Charge = +2
HOMO energy = -13.87 eV
Energy relative to the best compared isomer or geometry (same formula, charge and spin) = 145.6 kJ/mol
Max |F| = 0.036 Eh/bohr

Structure (XYZ):
```
62
C23H29FN2O4RuSb2 | the OMol25 dataset | ωB97M-V/def2-TZVPD
Ru 0.0806 -0.3530 0.9438
C -0.1874 0.8585 2.7671
C -1.3241 1.1176 1.9079
C -0.8648 1.7001 0.7115
C 0.5336 1.8053 0.7954
C 0.9594 1.3195 2.1047
H -0.2270 0.3964 3.7407
H -2.3477 0.8819 2.1546
H -1.4580 1.9600 -0.1518
H 1.1470 2.3351 0.0886
H 1.9550 1.3617 2.5171
C 3.3434 1.6538 -0.5631
Sb 2.4399 -0.2459 -0.2933
C 2.5075 -0.9883 -2.2662
C 4.0550 -1.1633 0.7730
C 4.4437 -2.4893 0.1632
C 5.4179 -2.5336 -0.8274
C 5.7801 -3.7350 -1.4217
C 5.1642 -4.9061 -1.0207
C 4.1965 -4.8695 -0.0238
C 3.8281 -3.6717 0.5763
C 2.7854 -3.6640 1.6648
Sb 0.8629 -2.9676 1.0267
C -0.3803 -4.1089 2.2882
C 0.6547 -3.8339 -0.8886
H 2.8106 2.2639 -1.2909
H 4.3414 1.4466 -0.9492
H 3.4395 2.1856 0.3824
H 3.5516 -1.1670 -2.5174
H 2.0861 -0.2333 -2.9278
H 1.9456 -1.9122 -2.3574
H 3.7609 -1.2278 1.8187
H 4.8621 -0.4345 0.6962
H 5.9197 -1.6171 -1.1227
H 6.5477 -3.7551 -2.1838
H 5.4438 -5.8498 -1.4695
H 3.7341 -5.7932 0.3070
H 3.0813 -3.0867 2.5403
H 2.5684 -4.6767 2.0061
H 0.1737 -5.0223 2.5039
H -1.3169 -4.3425 1.7851
H -0.5918 -3.5714 3.2082
H 0.2141 -4.8206 -0.7513
H 1.6400 -3.9414 -1.3402
H -0.0003 -3.2253 -1.5067
F -5.8739 -2.1259 -3.4308
C -5.2306 -2.7034 -2.4276
C -4.7722 -1.9979 -1.4049
N -4.0896 -2.6050 -0.3473
C -3.6493 -1.8467 0.7983
C -2.1728 -1.5357 0.7541
O -1.5650 -1.2625 -0.3076
O -1.5076 -1.4687 1.8467
C -3.8380 -3.9579 -0.3274
O -3.1923 -4.4642 0.5769
N -4.3486 -4.6559 -1.3839
C -5.0508 -4.1568 -2.5002
O -5.4268 -4.8740 -3.3806
H -4.9150 -0.9280 -1.3521
H -3.8611 -2.3617 1.7314
H -4.1817 -0.8925 0.7901
H -4.2021 -5.6570 -1.3657
```

[3]
Molecular formula: C23H29FN3O3PdSi
Method: DFT, ωB97M-V/def2-TZVPD

Total energy = -1801.2153 hartree
Spin multiplicity = 1
Charge = -1
HOMO energy = -4.59 eV
Energy relative to the best compared isomer or geometry (same formula, charge and spin) = 25.6 kJ/mol
Max |F| = 0.004 Eh/bohr

Structure (XYZ):
```
61
C23H29FN3O3PdSi | the OMol25 dataset | ωB97M-V/def2-TZVPD
Pd -0.2605 1.2271 -0.2705
C 2.9259 -1.1965 -1.4637
Si 3.0647 0.1996 -0.2120
C 2.9280 -0.5376 1.5083
C 4.8427 0.8180 -0.3932
N 1.8717 1.3962 -0.4806
C 2.0723 2.6288 -1.0373
C 3.1495 3.5033 -0.7779
C 3.2693 4.7409 -1.3914
C 2.3141 5.2014 -2.2869
C 1.2144 4.3919 -2.5532
C 1.1331 3.1738 -1.9331
F 0.0109 2.3966 -2.2080
H 3.5763 -2.0357 -1.1988
H 3.2310 -0.8341 -2.4498
H 1.9086 -1.5768 -1.5601
H 3.7436 -1.2460 1.6812
H 1.9882 -1.0759 1.6359
H 2.9878 0.2459 2.2683
H 5.5070 -0.0504 -0.4371
H 5.1665 1.4383 0.4453
H 4.9819 1.3914 -1.3124
H 3.8893 3.1915 -0.0552
H 4.1206 5.3660 -1.1480
H 2.4050 6.1727 -2.7538
H 0.4249 4.6972 -3.2277
C -2.2700 1.5062 -0.2660
C -3.1085 0.2987 -0.1407
C -3.5929 -0.1233 1.1048
C -4.3745 -1.2544 1.2309
C -4.7077 -1.9993 0.0994
C -4.2357 -1.5967 -1.1506
C -3.4448 -0.4716 -1.2606
C -5.5308 -3.1680 0.2207
N -6.1924 -4.1048 0.3211
H -2.4801 2.2209 0.5315
H -2.4161 1.9861 -1.2400
H -3.3566 0.4653 1.9839
H -4.7415 -1.5650 2.2009
H -4.4838 -2.1804 -2.0276
H -3.0572 -0.1823 -2.2295
O -0.0758 -1.7540 0.9699
C -0.3420 -0.8968 1.7981
C -0.5541 -1.1802 3.2766
C -0.8167 0.1933 3.8791
C -0.7571 1.1450 2.6866
O -0.9633 2.3378 2.7497
N -0.4582 0.4345 1.5501
H 0.3378 -1.6715 3.6661
H -1.3854 -1.8784 3.3791
H -0.0667 0.5045 4.6061
H -1.7928 0.2918 4.3546
C -0.5164 -4.2826 -0.9622
C -1.3704 -3.1138 -1.4216
O -0.5882 -2.0028 -1.8222
H -1.1445 -5.1419 -0.7122
H 0.0512 -4.0015 -0.0744
H 0.1812 -4.5760 -1.7489
H -2.0658 -2.8254 -0.6282
H -1.9607 -3.3980 -2.2971
H -0.1860 -1.6433 -1.0153
```

Number 1: gap between HOMO and LUMO 0.2087 Ha, M 987.3 g/mol. Number 2: gap between HOMO and LUMO 0.2342 Ha, M 761.1 g/mol. Number 3: gap between HOMO and LUMO 0.2676 Ha, M 549.0 g/mol.